Entry 1:
Molecular formula: C11H20Br10Na4O3
Method: DFT, ωB97M-V/def2-TZVPD

Geometry as XYZ:
```
48
Properties=species:S:1:pos:R:3:forces:R:3
Na 2.080526 0.169053 -2.303977 2.68 -0.57 -4.89
Na 1.339636 2.994393 0.258803 -0.16 4.23 0.02
Na 2.636416 0.641273 0.408843 3.24 -0.69 1.37
Na 1.364726 2.593863 -2.461327 1.43 4.93 -4.71
C 0.725156 0.711503 -0.519047 1.71 0.12 0.57
O 0.528346 1.416303 -1.506447 -1.53 1.38 -1.56
O 1.325106 -0.340897 -0.757817 -0.83 -1.38 3.27
O 0.721076 1.279653 0.595063 -1.03 -0.95 0.48
Br -2.562384 -1.056308 -4.519417 0.14 -0.26 0.81
C -1.640394 -1.861157 -2.944677 0.15 1.17 -1.58
C -0.379664 -1.023017 -2.660507 -1.04 1.87 -0.61
Br 0.896896 -1.255817 -4.130157 0.09 0.42 -0.58
H -1.312254 -2.867367 -3.205387 -1.43 0.62 -1.17
H -2.309424 -1.876458 -2.084297 0.31 -0.33 -0.87
H 0.170146 -1.282457 -1.755807 -1.07 0.47 -1.21
H -0.547194 0.049663 -2.563557 0.05 -1.26 -1.40
Br 3.334486 -0.094967 2.668543 -0.09 2.10 1.71
C 2.194696 1.239833 3.665463 -0.03 1.42 0.06
C 1.292816 2.190663 2.792493 1.13 -0.41 1.99
Br 0.556726 3.698872 3.919323 0.45 -1.33 -0.92
H 2.907076 1.871443 4.196203 0.04 -0.27 0.00
H 1.614676 0.662973 4.385813 0.01 -0.06 -0.34
H 0.529166 1.624193 2.259533 1.03 1.10 1.20
H 1.954206 2.681533 2.078553 0.40 0.21 0.47
Br 2.437176 -2.765037 2.005533 -0.38 -1.78 -0.49
C 1.355856 -2.385987 0.427163 0.92 -2.96 -0.75
C 0.954886 -3.746628 -0.218757 -0.12 0.54 0.89
Br 0.069866 -3.317268 -1.932407 2.81 -5.99 3.51
H 1.899026 -1.787457 -0.304167 0.39 -1.80 1.30
H 0.493396 -1.851847 0.825863 1.80 -1.38 -1.10
H 0.166086 -4.204547 0.378083 0.16 -0.06 -0.13
H 1.769936 -4.465497 -0.302447 0.01 0.32 -0.42
Br -2.133764 3.925123 -2.460387 0.32 -1.06 1.01
C -2.827474 2.250623 -1.540677 -1.40 0.12 -0.60
C -1.844434 1.176553 -1.239977 -0.71 1.08 -0.40
Br -2.779144 -0.391827 -0.546157 -2.07 1.89 -0.87
H -3.455754 1.864153 -2.343167 -0.20 0.17 0.18
H -3.458664 2.470483 -0.679667 0.19 0.70 -0.18
H -1.059184 1.476163 -0.545907 -1.80 0.02 0.30
H -1.344224 0.997643 -2.191747 -1.15 -0.03 0.68
Br -1.404994 -2.319347 1.367923 -0.71 0.80 0.92
C -0.604734 -0.450227 1.211763 -0.85 -1.16 2.16
C -1.226264 0.446923 2.304363 -0.60 -0.61 -0.79
Br -1.074244 -0.424427 4.028063 -0.05 0.38 0.06
H -0.828294 -0.229147 0.168093 -0.10 -0.32 1.20
H 0.482456 -0.483367 1.282653 -1.00 -0.63 1.19
H -2.269734 0.635713 2.052143 -0.05 -0.18 0.39
H -0.738344 1.412483 2.437593 -1.09 -0.58 -0.19
```
Forces are in eV/Å.

The net charge is +2. Its frontier orbital gap is 4.782 eV.

These are the Löwdin partial charges, in e, on atoms 1 to 6: number 1, Na, carries 0.395; number 2, Na, carries 0.646; number 3, Na, carries 0.326; number 4, Na, carries 0.713; number 5, C, carries -0.995; number 6, O, carries -0.206



Entry 2:
Molecular formula: C11H20BrF3IN7O5P
Method: DFT, ωB97M-V/def2-TZVPD

Geometry as XYZ:
```
49
Properties=species:S:1:pos:R:3:forces:R:3
N 2.570382 1.537608 1.452657 -0.28 -0.23 0.90
C 2.357035 0.143062 1.881633 1.64 -1.23 0.10
N 2.808270 -0.139358 3.294745 -0.13 0.65 -0.68
N 3.273908 -0.695516 1.023505 -1.69 0.63 -0.14
C 0.891152 -0.438238 1.672738 -0.38 -1.23 0.76
N -0.204377 0.543835 1.540192 0.25 0.74 -0.02
C -1.474013 0.319263 1.223517 -1.91 0.38 -0.50
N -2.422815 1.404345 1.090085 -1.63 -3.80 -0.73
C -3.660733 0.766745 0.738716 5.67 -3.09 0.94
P -5.269899 1.726567 0.473917 -0.75 1.75 -1.21
O -5.773674 1.394681 -1.137554 0.62 -0.43 2.19
Br -6.920340 0.942918 1.839047 0.84 -0.29 -0.58
N -3.358973 -0.631063 0.697990 -3.20 2.33 -0.69
I -4.961234 -1.822623 0.219302 0.75 -0.52 0.04
N -2.057147 -0.954124 0.981350 0.22 2.88 0.34
C -1.576595 -2.341998 1.017857 0.36 -1.35 0.69
C -0.990132 -2.889203 -0.370962 -0.20 -0.73 -0.07
O -0.398247 -1.889502 -1.203242 0.35 -1.44 1.33
C -0.002363 -4.089009 0.008725 0.01 -0.71 -0.16
F 0.579827 -4.697811 -1.096156 -1.26 1.23 2.17
F -0.794527 -5.043326 0.685997 1.99 1.79 -1.09
F 1.067499 -3.668807 0.829890 -2.19 -0.89 -1.35
H 2.349588 2.184936 2.232180 0.04 -0.52 -0.61
H 3.588271 1.641386 1.311761 -0.68 -0.19 -0.11
H 3.580017 -0.817954 3.238554 -0.47 0.41 0.03
H 3.241384 0.716679 3.659260 -0.25 -0.48 -0.07
H 3.045351 -1.675162 1.244969 0.34 0.37 -0.09
H 2.919305 -0.565655 0.051877 0.80 -0.26 0.74
H 0.654661 -1.091755 2.585528 0.59 0.96 -1.16
H 0.913081 -1.142246 0.786105 -0.20 1.21 0.83
H 0.029526 1.535188 1.711813 -0.26 -0.86 -0.31
H -6.663756 1.779459 -1.288654 0.61 -0.15 0.23
H -0.826166 -2.455750 1.873779 -1.02 0.42 -1.37
H -2.432722 -3.049165 1.300580 1.01 1.30 -0.34
H -1.856393 -3.386436 -0.929619 1.23 0.68 0.60
H 0.562776 -2.099184 -1.247388 -0.60 0.58 -0.34
C 1.626811 3.873526 -2.600172 0.52 0.17 -0.07
C 1.526524 2.418767 -3.011235 -0.14 1.19 -0.03
C 0.257985 1.753703 -2.566034 -0.69 0.07 -0.29
O 0.657501 0.391591 -2.423898 0.70 -0.10 0.23
C 1.987596 0.403730 -2.154109 0.35 0.11 -0.13
O 2.611354 -0.554113 -1.781365 -0.63 0.26 -0.27
O 2.524824 1.630898 -2.359387 -0.24 -1.06 0.13
H 0.696942 4.410874 -2.798690 0.03 -0.12 -0.03
H 1.878098 3.969674 -1.541016 -0.20 -0.15 -0.03
H 2.426941 4.366664 -3.156944 -0.11 0.00 0.04
H 1.668370 2.322368 -4.092049 -0.04 -0.13 0.07
H -0.538249 1.845525 -3.307633 0.09 -0.21 0.10
H -0.112601 2.113993 -1.602167 0.14 0.09 0.02
```
Forces are in eV/Å.

The net charge is +1. Its frontier orbital gap is 7.585 eV.

These are the Löwdin partial charges, in e, on atoms 1 to 6: number 1, N, carries 0.071; number 2, C, carries -0.594; number 3, N, carries 0.058; number 4, N, carries 0.070; number 5, C, carries -0.094; number 6, N, carries 0.103



Entry 3:
Molecular formula: C11H20BrN6O2P2
Method: DFT, ωB97M-V/def2-TZVPD

Geometry as XYZ:
```
42
Properties=species:S:1:pos:R:3:forces:R:3
N -3.442183 0.964278 -0.828449 0.52 -0.27 -0.64
P -2.065392 0.222814 -1.278933 -3.04 1.21 -0.30
P -0.278010 0.932298 -0.193781 3.51 1.69 -1.60
C 0.417427 -0.837864 0.087674 2.67 -1.95 -0.10
C 1.671768 -1.024452 -0.926095 -2.42 -2.54 -2.13
O 1.639597 -1.729962 -1.964107 0.45 2.99 3.96
Br 3.344044 -0.083970 -0.405886 -0.64 -0.36 -0.25
N -1.121261 0.996788 1.406106 -2.91 -5.57 2.76
C -1.709197 -0.101378 1.717115 -2.58 1.27 -1.32
O -2.539006 -1.041183 1.849174 4.43 4.05 0.03
H -3.858826 1.476575 -1.619248 0.34 -0.31 0.61
H -1.866672 0.576144 -2.677311 0.38 -0.87 0.69
H -2.266373 -1.197096 -1.103830 0.46 0.27 -0.59
H -0.698283 2.294544 -0.527458 -0.58 -0.46 0.39
H 0.417422 0.934973 -1.489545 -0.16 -0.16 -0.17
H 0.960110 1.449597 0.387034 -0.63 -0.15 0.16
H -0.299616 -1.690845 -0.166204 1.05 1.04 0.40
H 0.885111 -0.959934 1.142094 -0.98 0.24 -1.60
C -0.304182 -0.147542 5.179875 0.75 0.08 -0.57
C 0.919155 -0.045843 4.318574 2.20 0.20 -1.63
N 1.881742 0.034531 3.636828 -3.20 -0.33 2.35
H -0.274902 -1.072361 5.758345 0.05 0.08 -0.10
H -0.346909 0.700650 5.865191 0.06 -0.06 -0.11
H -1.198895 -0.146177 4.554666 0.14 0.01 -0.01
C 2.196063 -4.626445 -2.920583 0.92 -0.39 -0.11
C 3.534119 -5.301541 -2.989850 2.44 -1.29 -0.13
N 4.589374 -5.834311 -3.044459 -3.57 1.79 0.17
H 1.652832 -4.968188 -2.038227 0.12 0.04 -0.06
H 2.327433 -3.543993 -2.860414 0.01 -0.19 0.05
H 1.613394 -4.865302 -3.811972 0.12 -0.04 0.07
C -5.497769 1.660251 2.093516 -0.22 0.77 -0.34
C -5.982692 2.973520 1.555310 -0.85 2.38 -1.01
N -6.366653 4.009202 1.130821 1.24 -3.49 1.48
H -6.328532 0.955355 2.156342 0.03 0.13 -0.04
H -4.729552 1.247965 1.434131 0.00 0.11 -0.18
H -5.074308 1.800822 3.089613 -0.07 0.09 -0.10
C 5.107433 2.420179 -2.943793 -0.82 0.45 0.36
C 3.911127 3.135284 -2.381783 -2.16 1.28 1.01
N 2.971037 3.701819 -1.941962 3.24 -1.85 -1.53
H 4.805076 1.456199 -3.356289 -0.06 0.10 0.12
H 5.559870 3.020290 -3.735235 -0.10 0.00 0.10
H 5.845080 2.254308 -2.156993 -0.14 0.03 -0.03
```
Forces are in eV/Å.

The net charge is -1. Its frontier orbital gap is 6.965 eV.

These are the Löwdin partial charges, in e, on atoms 1 to 6: number 1, N, carries -0.396; number 2, P, carries 0.566; number 3, P, carries 0.231; number 4, C, carries -0.374; number 5, C, carries -0.765; number 6, O, carries -0.098



Entry 4:
Molecular formula: C11H20N2O3
Method: DFT, ωB97M-V/def2-TZVPD

Geometry as XYZ:
```
36
Properties=species:S:1:pos:R:3:forces:R:3
C -4.589381 0.258513 0.409606 -0.65 -1.83 -1.19
C -3.143156 -0.214810 0.362015 2.19 1.14 1.27
C -2.687047 -0.551446 1.819329 -0.40 -1.75 -0.58
C -2.294902 0.928019 -0.224946 0.96 1.19 0.05
C -0.788103 0.592438 -0.591673 -0.79 -0.75 -0.30
N 0.170558 1.706166 -0.842206 1.08 -1.58 0.61
C 1.547893 1.753492 -0.528917 0.08 0.77 0.80
O 2.158876 2.820389 -0.541403 -0.88 -0.84 -0.50
C 2.350233 0.546824 0.015714 -3.62 -3.24 -0.63
C 3.765141 0.661012 0.387825 1.62 -1.87 -0.69
C 4.044276 -0.897206 0.776820 0.05 1.87 -1.60
C 3.172343 -1.725817 -0.170718 0.80 0.75 -2.00
N 2.269668 -0.733346 -0.925867 1.04 0.91 1.22
C -1.081687 -0.369269 -1.770487 -2.78 -0.15 -3.17
O -2.155280 -0.335033 -2.446907 3.98 -0.33 1.72
O -0.189155 -1.327066 -1.963686 0.25 0.44 0.96
H -5.008223 0.172182 1.368839 -0.24 -0.39 1.70
H -4.734097 1.301954 0.215687 0.06 0.50 -0.90
H -5.249094 -0.430405 -0.175126 0.44 1.03 -0.11
H -2.878983 -1.056019 -0.296055 -0.99 -0.10 0.42
H -2.941489 0.153194 2.591656 -0.38 0.78 -0.06
H -1.598805 -0.734006 1.968638 -0.69 -0.28 -0.42
H -3.311626 -1.463455 2.042613 1.06 0.54 0.27
H -2.711704 1.064475 -1.240216 -0.05 0.81 0.80
H -2.380542 1.816901 0.429868 0.14 -0.26 -0.40
H -0.278893 -0.139955 0.045400 -0.22 0.66 0.85
H -0.169564 2.617187 -1.063919 -0.42 0.41 -0.19
H 1.770358 0.019726 0.853781 0.51 1.55 -0.43
H 4.340843 0.901869 -0.545589 -0.30 -0.16 0.82
H 4.045983 1.393046 1.127656 -0.19 0.04 0.40
H 5.067274 -1.159570 0.746466 1.36 -0.02 -0.83
H 3.868444 -1.167560 1.764102 -1.15 0.18 2.07
H 3.810198 -2.378562 -0.864992 -1.11 1.12 0.69
H 2.527273 -2.375751 0.359942 -0.65 -0.70 0.56
H 2.715893 -0.463506 -1.804090 -0.02 -0.20 0.11
H 0.566465 -1.184620 -1.289144 -0.08 -0.25 -1.31
```
Forces are in eV/Å.

The net charge is 0. As for the structure (SMILES): CC(C)C[C@H](NC(=O)[C@@H]1CCCN1)C(=O)O. Its frontier orbital gap is 10.065 eV. The relative energy (zero: lowest compared OMol25 entry of this formula, charge and spin) is 61.9 kcal per mole.

These are the Löwdin partial charges, in e, on atoms 1 to 6: number 1, C, carries -0.066; number 2, C, carries -0.401; number 3, C, carries -0.076; number 4, C, carries -0.142; number 5, C, carries -0.178; number 6, N, carries 0.141



Entry 5:
Molecular formula: C11H20N2O3
Method: DFT, ωB97M-V/def2-TZVPD

Geometry as XYZ:
```
36
Properties=species:S:1:pos:R:3:forces:R:3
C 4.289005 -0.834744 -0.837494 1.16 -0.41 -0.13
C 3.376133 0.096651 -0.079278 -1.06 -0.18 0.11
C 1.923743 -0.457929 -0.001687 -0.28 -0.40 0.24
C 1.220057 -0.553191 -1.384792 0.23 -0.24 -0.25
C 1.039713 0.340970 1.056691 1.55 0.60 -2.91
N 1.699377 0.285317 2.308016 -0.10 -0.39 1.45
C -0.324914 -0.174855 1.073449 -3.74 -2.66 1.02
O -0.619155 -1.227870 1.707981 0.82 1.86 -1.12
N -1.386872 0.466903 0.444825 1.60 -0.13 -0.08
C -1.365073 1.691256 -0.349380 0.98 0.54 0.57
C -2.815939 2.134192 -0.361750 -0.23 -0.54 -0.56
C -3.541896 0.789000 -0.419163 -0.32 -1.02 -0.65
C -2.696636 -0.135636 0.476213 0.12 -0.59 0.87
C -2.684498 -1.570544 -0.049219 1.68 0.19 -2.32
O -2.001347 -1.957780 -1.021863 -2.05 0.74 2.76
O -3.587102 -2.312331 0.599747 0.71 -0.91 -0.93
H 5.329745 -0.471911 -0.815061 -0.32 0.25 -0.13
H 4.033540 -0.953207 -1.906879 -0.03 -0.28 0.63
H 4.400448 -1.797279 -0.288072 -0.55 0.30 -0.68
H 3.782571 0.183696 0.931950 -0.29 0.29 -0.10
H 3.312722 1.079161 -0.547450 0.28 0.20 0.01
H 2.050475 -1.477033 0.431277 -0.43 0.37 -0.33
H 1.154165 0.403615 -1.924276 0.18 0.06 0.39
H 0.200532 -0.953170 -1.358982 0.13 0.05 0.39
H 1.741494 -1.224302 -2.084706 0.11 0.15 0.40
H 0.970861 1.351850 0.623423 0.45 0.07 0.57
H 1.248391 0.947606 2.942543 0.25 -0.47 0.10
H 1.556215 -0.682140 2.671106 0.08 1.10 -0.10
H -0.961564 1.519767 -1.356995 -0.25 -0.02 0.10
H -0.707101 2.427440 0.145741 -0.29 -0.18 -0.30
H -3.104513 2.661721 0.556861 0.19 0.04 -0.32
H -3.025652 2.714129 -1.263757 -0.10 0.24 0.35
H -3.444204 0.278518 -1.412246 -0.13 0.96 0.38
H -4.622060 0.835856 -0.201496 0.56 -0.10 0.22
H -2.967316 -0.238389 1.532398 -0.48 0.26 -0.14
H -3.473339 -3.185348 0.162324 -0.42 0.22 0.46
```
Forces are in eV/Å.

The net charge is 0. As for the structure (SMILES): CC[C@H](C)[C@H](N)C(=O)N1CCC[C@H]1C(=O)O. Its frontier orbital gap is 10.043 eV. The relative energy (zero: lowest compared OMol25 entry of this formula, charge and spin) is 13.9 kcal per mole.

These are the Löwdin partial charges, in e, on atoms 1 to 6: number 1, C, carries -0.126; number 2, C, carries -0.245; number 3, C, carries -0.288; number 4, C, carries -0.051; number 5, C, carries -0.341; number 6, N, carries 0.065



Entry 6:
Molecular formula: C11H20N2OP
Method: DFT, ωB97M-V/def2-TZVPD

Geometry as XYZ:
```
35
Properties=species:S:1:pos:R:3:forces:R:3
C 2.161587 1.378696 -4.229599 -0.61 -1.27 -2.09
C 2.765524 0.562517 -3.298497 2.58 -0.22 -0.86
C 0.859087 1.795811 -4.071822 -1.29 3.98 -0.27
C 2.139942 0.431471 -2.064846 1.04 -1.04 0.37
C 0.174269 1.644769 -2.858283 0.46 -0.46 -0.08
C 0.922453 0.966152 -1.961385 -1.35 -0.08 0.97
C 1.195086 -1.763581 2.720718 -0.48 1.80 -1.26
C -0.333142 -2.973243 1.297218 -3.77 -1.53 2.09
C -2.673476 -0.458646 -0.421792 -4.67 4.23 2.74
C -2.713444 0.154844 2.057337 0.98 -2.22 -1.87
C 0.789523 2.131408 1.851017 1.25 -0.59 -1.76
N 0.056020 -1.733769 1.817807 1.51 2.65 -1.46
N -2.013562 -0.392604 0.859158 2.58 0.62 -0.17
O 0.185039 0.833454 1.756744 -0.13 -0.89 -0.18
P -0.267685 -0.312972 0.718869 -1.70 0.19 2.55
H 2.509568 1.437370 -5.275341 0.47 0.29 0.87
H 3.799705 0.114805 -3.607219 -2.06 0.71 1.14
H 0.465044 2.682533 -4.733458 0.52 -2.35 0.73
H 2.530594 -0.116155 -1.228912 0.49 -0.31 0.05
H -0.795180 2.015280 -2.616410 -0.51 0.37 -0.25
H 1.449991 -0.779665 3.042417 0.08 0.91 -0.05
H 0.826379 -2.203464 3.570861 -0.55 -1.68 2.15
H 2.077275 -2.201890 2.346328 0.87 -1.00 -0.57
H -0.695105 -3.539584 2.232608 0.48 0.40 -1.09
H -1.304043 -2.828622 0.762765 1.04 -0.32 -0.18
H 0.352498 -3.655615 0.856135 0.95 -0.01 -0.81
H -3.650647 -0.939850 -0.322813 0.21 -0.28 0.05
H -2.940508 0.542760 -0.917797 0.46 -0.85 0.95
H -2.136399 -0.913541 -1.084404 3.29 -3.09 -3.83
H -3.368933 0.908570 1.804044 -1.29 1.76 -0.49
H -3.192765 -0.618965 2.580663 -1.42 -1.42 0.09
H -2.051669 0.396895 2.801842 2.07 1.47 1.32
H 0.155157 2.879842 1.468307 -1.07 0.75 -0.46
H 1.743182 2.223612 1.281368 -0.59 -0.49 0.36
H 0.978636 2.331379 2.866373 0.18 -0.03 1.29
```
Forces are in eV/Å.

The net charge is +1. Its frontier orbital gap (alpha / beta) is 8.686 / 5.459 eV.

These are the Löwdin partial charges, in e, on atoms 1 to 6: number 1, C, carries -0.107; number 2, C, carries -0.071; number 3, C, carries -0.084; number 4, C, carries -0.126; number 5, C, carries -0.090; number 6, C, carries -0.019



Q: What is the net charge in the fifth record?
A: 0



Q: What is the formula in the fourth record?
A: C11H20N2O3